# 1
Below is a gas-phase ion, C5H11FN4O (charge +2) at a distorted geometry, with properties calculated with ωB97M-V with the def2-TZVPD basis set.

ORCA input file:
```
! wB97M-V def2-TZVPD RIJCOSX def2/J DEFGRID3
* xyz 2 1
C 0.446 1.559 -0.396
C 1.903 -0.327 0.314
C -0.490 -1.298 -0.051
C -1.152 -0.093 0.370
C -1.345 0.163 1.798
N 1.643 0.996 -0.153
N 0.866 -1.308 0.394
N 0.340 2.768 -0.815
N -0.516 -1.584 -1.596
O 3.021 -0.601 0.665
F -2.174 0.294 -0.387
H -0.800 -2.226 0.341
H -0.575 -0.221 2.389
H -2.152 -0.403 2.127
H -1.538 1.178 2.135
H 2.392 1.622 -0.420
H 1.173 -1.994 1.023
H -0.633 3.037 -0.973
H 1.158 3.428 -0.923
H 0.456 -1.472 -1.946
H -1.074 -0.971 -2.085
H -0.949 -2.547 -1.814
*
```

LUMO energy   -0.347 Eh
ΔE to the lowest compared entry with this formula, charge and spin   73.8 kcal per mole
Calculated total energy   -590.5322 Eh
Highest occupied orbital energy   -18.69 eV


# 2
Below is a single C5H11FNO2P molecule at a distorted geometry, with properties calculated with ωB97M-V with the def2-TZVPD basis set.

ORCA input file:
```
! wB97M-V def2-TZVPD RIJCOSX def2/J DEFGRID3
* xyz 0 1
C -0.387 0.577 -0.586
C -1.200 0.706 0.622
C 0.902 -0.186 -0.409
C 1.808 0.595 0.572
C 0.583 -2.466 -0.576
N 0.671 -1.444 0.168
O -4.861 0.630 -0.393
O -2.534 0.957 0.224
F -3.688 -0.963 1.199
P -3.475 -0.243 -0.290
H -0.881 -0.011 -1.313
H -0.204 1.520 -1.122
H -1.259 -0.160 1.307
H -0.951 1.483 1.279
H 1.434 -0.288 -1.369
H 1.880 1.635 0.326
H 2.783 -0.052 0.418
H 1.396 0.470 1.571
H 0.621 -2.546 -1.589
H 0.401 -3.412 -0.026
H -4.950 1.421 0.056
*
```

Structure (SMILES)   C=N[C@H](C)CCOP(O)F
LUMO energy   0.034 Eh
ΔE to the lowest compared entry with this formula, charge and spin   42.6 kcal per mole
Calculated total energy   -843.5923 Eh
Highest occupied orbital energy   -9.88 eV


# 3
Below is a single C5H11FO2Si molecule at a distorted geometry, with properties calculated with ωB97M-V with the def2-TZVPD basis set.

ORCA input file:
```
! wB97M-V def2-TZVPD RIJCOSX def2/J DEFGRID3
* xyz 0 1
C -0.793 -1.242 -0.178
C -1.916 -1.072 -1.243
C -0.319 2.276 1.966
C 2.931 0.572 -0.972
C -2.791 -1.995 -1.636
O 0.077 0.925 1.965
O 1.946 0.637 0.060
F 1.567 -1.184 1.790
Si 0.770 -0.029 0.952
H -1.356 -1.499 0.667
H -0.145 -2.166 -0.397
H -1.976 -0.065 -1.693
H -0.797 2.578 1.161
H 0.569 2.886 2.091
H -0.976 2.486 2.794
H 3.727 1.197 -0.580
H 2.539 1.029 -1.857
H 3.090 -0.462 -1.103
H -2.623 -3.110 -1.248
H -3.524 -1.763 -2.538
*
```

Structure (SMILES)   C=CC[Si](F)(OC)OC
LUMO energy   0.027 Eh
ΔE to the lowest compared entry with this formula, charge and spin   23.4 kcal per mole
Calculated total energy   -736.9780 Eh
Highest occupied orbital energy   -9.55 eV


# 4
Below is a gas-phase ion, C5H11IN (charge +1) at a distorted geometry, with properties calculated with ωB97M-V with the def2-TZVPD basis set.

ORCA input file:
```
! wB97M-V def2-TZVPD RIJCOSX def2/J DEFGRID3
* xyz 1 1
C 0.430 0.911 -0.914
C 0.637 -0.278 1.159
C 1.220 -0.401 -0.259
C 0.910 -1.768 -0.845
C -1.824 1.322 0.075
N -0.399 1.292 0.252
I 3.360 0.116 0.025
H 0.971 1.793 -1.128
H -0.221 0.590 -1.667
H -0.137 -0.996 1.323
H 1.084 0.181 2.050
H -0.100 -2.063 -0.676
H 1.460 -2.503 -0.310
H 1.129 -1.694 -1.905
H -1.832 1.572 -0.955
H -2.340 0.312 0.254
H -2.457 1.979 0.670
H 0.034 1.925 0.845
*
```

LUMO energy   -0.197 Eh
ΔE to the lowest compared entry with this formula, charge and spin   68.8 kcal per mole
Calculated total energy   -549.1928 Eh
Highest occupied orbital energy   -13.45 eV


# 5
Below is 2 unconnected molecules or ions with the total composition C5H11IN at a distorted geometry, with properties calculated with ωB97M-V with the def2-TZVPD basis set.

ORCA input file:
```
! wB97M-V def2-TZVPD RIJCOSX def2/J DEFGRID3
* xyz 1 1
C 0.366 0.304 -2.038
C -0.015 -0.450 -1.091
C 0.123 0.415 -3.544
C -1.085 -0.961 2.317
C 0.969 0.072 1.237
N -0.142 0.223 2.253
I 1.912 1.903 0.823
H 1.241 0.980 -1.616
H -0.690 -1.112 -0.632
H -0.345 -0.409 -3.881
H -0.580 1.320 -3.535
H 1.168 0.761 -4.031
H -1.186 -1.604 1.461
H -0.811 -1.706 3.160
H -1.969 -0.530 2.511
H 1.447 -0.781 1.602
H 0.139 0.435 3.123
H -0.541 1.140 1.881
*
```

LUMO energy (spin up / spin down)   -0.156 / -0.156 Eh
ΔE to the lowest compared entry with this formula, charge and spin   134.7 kcal per mole
Calculated total energy   -549.0879 Eh
Highest occupied orbital energy (spin up / spin down)   -12.38 / -12.38 eV


# 6
Below is a gas-phase ion, C5H11IN (charge +1) at a distorted geometry, with properties calculated with ωB97M-V with the def2-TZVPD basis set.

ORCA input file:
```
! wB97M-V def2-TZVPD RIJCOSX def2/J DEFGRID3
* xyz 1 1
C 0.375 -1.400 -1.072
C -0.138 -0.323 -0.083
C -0.106 2.001 1.402
C 1.364 -2.219 -0.719
C -1.565 0.021 -0.631
N 0.580 0.967 0.238
I 0.251 1.035 3.289
H -0.052 -1.397 -2.021
H -0.281 -0.980 0.797
H 0.394 2.944 1.354
H 1.783 -2.882 -1.419
H 1.847 -2.244 0.244
H -1.155 2.092 0.989
H -1.904 -0.886 -0.948
H -1.500 0.749 -1.391
H -2.322 0.387 0.125
H 1.566 0.721 0.551
H 0.861 1.416 -0.705
*
```

Structure (SMILES)   C=C[C@H](C)[NH2+]CI
LUMO energy   -0.141 Eh
ΔE to the lowest compared entry with this formula, charge and spin   46.6 kcal per mole
Calculated total energy   -549.2283 Eh
Highest occupied orbital energy   -13.95 eV


# 7
Below is a gas-phase ion, C5H11IN5O2 (charge +1) at a distorted geometry, with properties calculated with ωB97M-V with the def2-TZVPD basis set.

ORCA input file:
```
! wB97M-V def2-TZVPD RIJCOSX def2/J DEFGRID3
* xyz 1 3
C 1.430 -0.095 0.017
C -0.811 0.448 0.950
C -0.785 -0.884 -1.170
C 1.406 0.940 2.063
C -2.942 -0.565 0.157
N 2.623 -0.387 -0.232
N 0.692 0.393 0.928
N 0.369 -0.285 -1.693
N 3.119 -0.556 -1.597
N -1.600 0.003 -0.213
O 3.010 -1.655 -1.988
O 3.566 0.392 -2.130
I 0.481 1.645 -2.442
H -0.968 -0.058 1.881
H -1.056 1.510 1.086
H -1.544 -1.126 -1.883
H -0.406 -1.760 -0.693
H 1.809 0.194 2.892
H 2.334 1.414 1.561
H 0.830 1.765 2.499
H -3.326 0.109 0.868
H -3.619 -0.612 -0.750
H -2.809 -1.604 0.575
H -1.803 0.774 -0.685
*
```

LUMO energy (spin up / spin down)   -0.128 / -0.244 Eh
⟨S²⟩   2.010
ΔE to the lowest compared entry with this formula, charge and spin   19.3 kcal per mole
Calculated total energy   -918.4271 Eh
Highest occupied orbital energy (spin up / spin down)   -9.93 / -12.70 eV


# 8
Below is a molecular structure, C5H11LiO3 at a distorted geometry, with properties calculated with ωB97M-V with the def2-TZVPD basis set.

ORCA input file:
```
! wB97M-V def2-TZVPD RIJCOSX def2/J DEFGRID3
* xyz 1 2
C 1.131 0.550 -2.814
C 1.528 -0.368 -1.922
C 2.605 -0.157 -0.891
O 2.322 -0.717 0.355
H 1.578 1.549 -2.836
H 1.070 -1.364 -1.920
H 0.392 0.308 -3.583
H 2.800 0.926 -0.767
H 3.537 -0.629 -1.248
H 1.326 -0.269 0.769
Li -0.593 0.873 -1.111
O -0.235 0.218 0.655
C -0.986 -0.056 1.762
C -2.483 0.025 1.537
O -3.109 -0.361 2.735
H -0.653 0.613 2.589
H -0.676 -1.055 2.144
H -2.758 -0.645 0.704
H -2.749 1.060 1.261
H -4.047 -0.501 2.581
*
```

LUMO energy (spin up / spin down)   -0.156 / -0.289 Eh
⟨S²⟩   0.755
Calculated total energy   -430.0179 Eh
Highest occupied orbital energy (spin up / spin down)   -13.60 / -13.52 eV


# 9
Below is a molecular structure, C5H11LuMgO4 at a distorted geometry, with properties calculated with ωB97M-V with the def2-TZVPD basis set.

ORCA input file:
```
! wB97M-V def2-TZVPD RIJCOSX def2/J DEFGRID3
* xyz 1 2
O 1.559 -0.666 1.033
C 1.214 -2.012 0.881
C 0.214 -2.266 -0.242
O -1.000 -1.550 -0.185
C -1.128 -0.369 -1.012
C -2.335 0.365 -0.495
O -1.934 1.076 0.700
C -2.896 1.876 1.344
Lu 0.179 0.776 0.726
H 0.849 -2.449 1.828
H 2.112 -2.618 0.650
H -0.027 -3.339 -0.291
H 0.707 -1.939 -1.176
H -1.220 -0.609 -2.079
H -3.147 -0.311 -0.173
H -2.676 1.119 -1.222
H -2.395 2.425 2.149
H -3.320 2.604 0.636
H -3.660 1.212 1.779
Mg 2.938 0.685 0.524
O 1.384 1.178 -0.628
H 0.955 0.797 -1.733
*
```

LUMO energy (spin up / spin down)   -0.148 / -0.170 Eh
⟨S²⟩   0.753
ΔE to the lowest compared entry with this formula, charge and spin   38.0 kcal per mole
Calculated total energy   -1933.3991 Eh
Highest occupied orbital energy (spin up / spin down)   -9.94 / -11.20 eV


# 10
Below is a molecular structure, C5H11MgO4 at a distorted geometry, with properties calculated with ωB97M-V with the def2-TZVPD basis set.

ORCA input file:
```
! wB97M-V def2-TZVPD RIJCOSX def2/J DEFGRID3
* xyz 0 2
C 2.918 -0.501 -0.479
O 2.775 0.840 -0.130
H 3.938 -0.623 -0.880
H 2.723 -1.187 0.362
H 2.164 -0.796 -1.231
O -2.422 -2.023 -0.040
C -3.185 -1.073 -0.555
C -2.110 0.187 -1.157
O -1.213 0.384 -0.191
C 1.169 1.265 0.342
C 1.023 0.749 1.773
O 0.561 -0.558 1.827
Mg -0.767 -1.346 0.765
H -3.761 -0.478 0.179
H -3.784 -1.355 -1.438
H -2.757 1.050 -1.380
H -1.709 -0.308 -2.058
H 1.229 2.365 0.363
H 0.839 1.077 -0.694
H 0.377 1.468 2.320
H 1.992 0.863 2.300
*
```

LUMO energy (spin up / spin down)   -0.011 / -0.094 Eh
⟨S²⟩   0.757
ΔE to the lowest compared entry with this formula, charge and spin   53.9 kcal per mole
Calculated total energy   -698.0568 Eh
Highest occupied orbital energy (spin up / spin down)   -8.51 / -8.50 eV


# 11
Below is a single C5H11N molecule at a distorted geometry, with properties calculated with ωB97M-V with the def2-TZVPD basis set.

ORCA input file:
```
! wB97M-V def2-TZVPD RIJCOSX def2/J DEFGRID3
* xyz 0 1
C -0.166 0.818 2.159
C 0.009 1.584 0.839
C -0.475 0.778 -0.379
C 0.404 -0.425 -0.597
C 0.334 -1.149 -1.725
N 0.666 -2.516 -1.801
H -0.956 1.318 2.716
H -0.535 -0.199 2.018
H 0.723 0.784 2.786
H 1.033 1.936 0.689
H -0.538 2.523 0.902
H -0.619 1.407 -1.259
H -1.454 0.424 -0.063
H 1.105 -0.694 0.183
H 0.021 -0.628 -2.628
H 0.315 -2.876 -2.685
H 0.133 -3.085 -1.154
*
```

Structure (SMILES)   CCC/C=C/N
LUMO energy   0.042 Eh
ΔE to the lowest compared entry with this formula, charge and spin   28.3 kcal per mole
Calculated total energy   -251.8174 Eh
Highest occupied orbital energy   -7.96 eV


# 12
Below is a single C5H11N molecule, with properties calculated with ωB97M-V with the def2-TZVPD basis set.

ORCA input file:
```
! wB97M-V def2-TZVPD RIJCOSX def2/J DEFGRID3
* xyz 0 1
C -2.060 0.522 0.371
C -1.359 -0.347 -0.680
N 0.046 -0.697 -0.491
C 0.539 -0.932 0.852
C 0.964 0.266 0.081
C 2.330 0.350 -0.551
H -3.137 0.525 0.179
H -1.937 0.144 1.391
H -1.719 1.563 0.356
H -1.900 -1.297 -0.778
H -1.423 0.147 -1.658
H -0.137 -0.779 1.691
H 1.214 -1.778 0.965
H 0.543 1.216 0.420
H 3.063 0.775 0.144
H 2.310 0.971 -1.453
H 2.663 -0.651 -0.841
*
```

Structure (SMILES)   CCN1C[C@H]1C
LUMO energy   0.044 Eh
ΔE to the lowest compared entry with this formula, charge and spin   28.3 kcal per mole
Calculated total energy   -251.8175 Eh
Highest occupied orbital energy   -8.93 eV


# 13
Below is 3 unconnected molecules or ions with the total composition C5H11N, with properties calculated with ωB97M-V with the def2-TZVPD basis set.

ORCA input file:
```
! wB97M-V def2-TZVPD RIJCOSX def2/J DEFGRID3
* xyz 0 1
C -1.446 0.098 1.028
C -1.065 0.871 0.012
C -1.502 0.669 -1.410
N 1.394 0.201 -0.804
C 2.177 0.167 0.490
C 1.835 -0.906 -0.415
H -0.065 -1.410 1.130
H -1.146 0.292 2.055
H -2.080 -0.773 0.867
H -0.430 1.733 0.212
H -1.755 -0.379 -1.604
H -0.723 0.966 -2.116
H -2.393 1.274 -1.613
H 1.617 0.311 1.419
H 3.162 0.622 0.455
H 1.857 -1.939 -0.734
H 0.562 -1.798 1.026
*
```

Structure (SMILES)   C1=NC1.[H][H].C=CC
LUMO energy   0.044 Eh
ΔE to the lowest compared entry with this formula, charge and spin   99.9 kcal per mole
Calculated total energy   -251.7033 Eh
Highest occupied orbital energy   -9.33 eV